The following is a quantum chemistry calculation of 6 unconnected molecules or ions with the total composition C45H58Br3N3O16P2 in a non-equilibrium geometry, from OMol25.

Summary:
spin multiplicity = 1
total energy = -313543.3704 eV
orbital gap = 6.69 eV
LUMO level = -1.20 eV
SMILES string = [H]/N=C(/N)NCCCCc1c2c(c(P(O)O)c(Br)c1P(O)Br)C(=O)C(COc1ccccc1)=C([C@H](Br)CC)C2=O.O=C1CCCO1.O=C1CCCO1.O=C1CCCO1.O=C1CCCO1.O=C1CCCO1
F_max = 2.85 eV Å⁻¹

Bonds (Å) are listed after each position.
Cartesian coordinates (Å):
1 H -4.40886 -0.51698 -1.60955  N2 1.019
2 N -5.38070 -0.67704 -1.34982  H1 1.019, C3 1.273
3 C -5.53108 -1.87811 -0.95471  N2 1.273, N4 1.410, N5 1.432
4 N -6.78840 -2.33618 -0.51106  C3 1.410, H41 1.016, H42 1.014
5 N -4.52349 -2.89015 -0.84597  C3 1.432, C6 1.495, H43 1.017
6 C -4.04765 -2.81933 0.56955  N5 1.495, C7 1.509, H44 1.090, H45 1.095
7 C -2.81996 -3.65148 0.84591  C6 1.509, C8 1.549, H46 1.090, H47 1.090
8 C -1.43032 -3.12207 0.41363  C7 1.549, C9 1.557, H48 1.087, H49 1.085
9 C -0.69615 -2.34473 1.54526  C8 1.557, C10 1.525, H50 1.085, H51 1.080
10 C -0.81873 -0.84129 1.31779  C9 1.525, C11 1.417, C19 1.394
11 C 0.08770 -0.22707 0.41870  C10 1.417, C12 1.392, C39 1.516
12 C -0.01346 1.14176 0.18586  C11 1.392, C13 1.393, C23 1.501
13 C -0.95908 1.94372 0.82109  C12 1.393, P14 1.875, C17 1.399
14 P -1.18325 3.78982 0.57850  C13 1.875, O15 1.623, O16 1.652
15 O 0.22673 4.41970 0.08034  P14 1.623, H52 0.969
16 O -2.27414 3.98493 -0.64667  P14 1.652, H53 0.966
17 C -1.81703 1.29843 1.71833  C13 1.399, Br18 1.919, C19 1.383
18 Br -3.08209 2.41180 2.63682  C17 1.919
19 C -1.77421 -0.06105 1.96673  C10 1.394, C17 1.383, P20 1.851
20 P -2.90253 -0.95157 3.13269  C19 1.851, O21 1.630, Br22 2.260
21 O -4.32140 -0.15104 3.09162  P20 1.630, H54 0.969
22 Br -1.93712 -0.46556 5.11710  P20 2.260
23 C 0.94806 1.72699 -0.80729  C12 1.501, O24 1.211, C25 1.499
24 O 0.65400 2.58803 -1.60696  C23 1.211
25 C 2.32543 1.13472 -0.79694  C23 1.499, C26 1.505, C34 1.340
26 C 3.47229 2.08066 -1.03398  C25 1.505, O27 1.429, H55 1.085, H56 1.087
27 O 3.94477 2.59880 0.21093  C26 1.429, C28 1.378
28 C 3.53290 3.87097 0.54287  O27 1.378, C29 1.388, C33 1.390
29 C 3.76359 4.99446 -0.23858  C28 1.388, C30 1.388, H57 1.083
30 C 3.32867 6.23761 0.19931  C29 1.388, C31 1.389, H58 1.080
31 C 2.69119 6.38909 1.42358  C30 1.389, C32 1.392, H59 1.079
32 C 2.48077 5.26788 2.22110  C31 1.392, C33 1.385, H60 1.079
33 C 2.89451 4.02625 1.76751  C28 1.390, C32 1.385, H61 1.083
34 C 2.42900 -0.18524 -0.58778  C25 1.340, C35 1.511, C39 1.495
35 C 3.70024 -1.00074 -0.61078  C34 1.511, Br36 1.949, C37 1.543, H62 1.085
36 Br 5.02461 -0.44244 0.70503  C35 1.949
37 C 4.25120 -1.13000 -2.04644  C35 1.543, C38 1.516, H63 1.087, H64 1.091
38 C 5.68911 -1.60328 -2.11863  C37 1.516, H65 1.088, H66 1.090, H67 1.087
39 C 1.18542 -0.96971 -0.31764  C11 1.516, C34 1.495, O40 1.212
40 O 1.09554 -2.12311 -0.68009  C39 1.212
41 H -6.65650 -3.29476 -0.20261  N4 1.016
42 H -6.99005 -1.82859 0.34350  N4 1.014
43 H -3.75054 -2.59003 -1.43538  N5 1.017
44 H -4.83826 -3.25120 1.18281  C6 1.090
45 H -3.94012 -1.75885 0.82037  C6 1.095
46 H -2.93621 -4.62134 0.36308  C7 1.090
47 H -2.77090 -3.81509 1.92235  C7 1.090
48 H -1.54139 -2.47984 -0.45604  C8 1.087
49 H -0.82076 -3.99058 0.18874  C8 1.085
50 H -1.07559 -2.64988 2.51492  C9 1.085
51 H 0.35452 -2.57576 1.45071  C9 1.080
52 H 0.18734 4.74887 -0.82969  O15 0.969
53 H -3.09431 3.59678 -0.31522  O16 0.966
54 H -4.43868 0.48775 3.81096  O21 0.969
55 H 4.30970 1.55258 -1.47746  C26 1.085
56 H 3.20198 2.87300 -1.72735  C26 1.087
57 H 4.28728 4.90507 -1.18214  C29 1.083
58 H 3.47492 7.12578 -0.39777  C30 1.080
59 H 2.34701 7.35611 1.75624  C31 1.079
60 H 1.97238 5.38295 3.16621  C32 1.079
61 H 2.73654 3.14980 2.38295  C33 1.083
62 H 3.41963 -2.01095 -0.33273  C35 1.085
63 H 4.11010 -0.22875 -2.63727  C37 1.087
64 H 3.62716 -1.89547 -2.51066  C37 1.091
65 H 6.41745 -0.82664 -1.89513  C38 1.088
66 H 5.90093 -1.91759 -3.14059  C38 1.090
67 H 5.90064 -2.46664 -1.49217  C38 1.087
68 O -6.47506 1.98052 4.06567  C69 1.198
69 C -7.17360 2.17610 3.11171  O68 1.198, C70 1.511, O73 1.354
70 C -6.83132 1.89295 1.66742  C69 1.511, C71 1.527, H74 1.090, H75 1.083
71 C -7.88846 2.69599 0.91292  C70 1.527, C72 1.522, H76 1.088, H77 1.091
72 C -9.04729 2.69605 1.89985  C71 1.522, O73 1.443, H78 1.089, H79 1.087
73 O -8.43144 2.66774 3.20399  C69 1.354, C72 1.443
74 H -6.92023 0.82112 1.48916  C70 1.090
75 H -5.82879 2.23451 1.43888  C70 1.083
76 H -8.14741 2.28783 -0.06195  C71 1.088
77 H -7.53299 3.71698 0.76544  C71 1.091
78 H -9.68030 1.81543 1.79898  C72 1.089
79 H -9.67031 3.58340 1.81802  C72 1.087
80 O 5.91998 -4.62145 -0.39487  C81 1.198
81 C 5.92591 -4.65606 0.80237  O80 1.198, C82 1.516, O85 1.351
82 C 4.76800 -4.35234 1.73332  C81 1.516, C83 1.526, H86 1.091, H87 1.086
83 C 5.46777 -4.17518 3.07755  C82 1.526, C84 1.522, H88 1.088, H89 1.091
84 C 6.68372 -5.07652 2.91977  C83 1.522, O85 1.439, H90 1.092, H91 1.087
85 O 7.00980 -5.02740 1.51874  C81 1.351, C84 1.439
86 H 4.08670 -5.20479 1.73421  C82 1.091
87 H 4.24686 -3.45030 1.42565  C82 1.086
88 H 4.85189 -4.43064 3.93761  C83 1.088
89 H 5.78620 -3.13772 3.18923  C83 1.091
90 H 6.47099 -6.11355 3.18834  C84 1.092
91 H 7.53856 -4.73305 3.49697  C84 1.087
92 O -7.02858 -5.40365 0.86580  C93 1.195
93 C -7.65923 -4.88018 1.73568  O92 1.195, C94 1.515, O97 1.358
94 C -8.05900 -5.47397 3.07049  C93 1.515, C95 1.527, H98 1.091, H99 1.086
95 C -9.14422 -4.51021 3.54366  C94 1.527, C96 1.522, H100 1.088, H101 1.091
96 C -8.71787 -3.20722 2.88300  C95 1.522, O97 1.440, H102 1.093, H103 1.084
97 O -8.08823 -3.59514 1.64754  C93 1.358, C96 1.440
98 H -7.18971 -5.46863 3.72955  C94 1.091
99 H -8.42835 -6.48740 2.94520  C94 1.086
100 H -9.23080 -4.43376 4.62547  C95 1.088
101 H -10.11189 -4.82545 3.15080  C95 1.091
102 H -7.99120 -2.65622 3.48496  C96 1.093
103 H -9.55856 -2.55882 2.66331  C96 1.084
104 O 4.80733 8.22348 -2.28120  C105 1.195
105 C 4.06219 8.96308 -2.85195  O104 1.195, C106 1.517, O109 1.355
106 C 3.05870 8.59904 -3.93024  C105 1.517, C107 1.527, H110 1.091, H111 1.086
107 C 2.71392 9.96043 -4.52930  C106 1.527, C108 1.522, H112 1.088, H113 1.091
108 C 2.92434 10.88893 -3.34164  C107 1.522, O109 1.438, H114 1.092, H115 1.087
109 O 3.98023 10.28655 -2.57378  C105 1.355, C108 1.438
110 H 2.19525 8.12727 -3.45863  C106 1.091
111 H 3.50289 7.92589 -4.65745  C106 1.086
112 H 1.71207 10.02132 -4.94982  C107 1.088
113 H 3.42505 10.20373 -5.31996  C107 1.091
114 H 2.03666 10.96316 -2.70967  C108 1.092
115 H 3.22682 11.88966 -3.64031  C108 1.087
116 O 4.99946 -3.58811 -4.94864  C117 1.196
117 C 5.89105 -4.37543 -4.82264  O116 1.196, C118 1.516, O121 1.354
118 C 5.92978 -5.53459 -3.84586  C117 1.516, C119 1.526, H122 1.091, H123 1.087
119 C 7.40718 -5.91650 -3.85394  C118 1.526, C120 1.523, H124 1.088, H125 1.091
120 C 7.83202 -5.50481 -5.25696  C119 1.523, O121 1.439, H126 1.092, H127 1.087
121 O 7.01178 -4.36866 -5.58266  C117 1.354, C120 1.439
122 H 5.29560 -6.33546 -4.22960  C118 1.091
123 H 5.59224 -5.22309 -2.86054  C118 1.087
124 H 7.59717 -6.96618 -3.63808  C119 1.088
125 H 7.94227 -5.31971 -3.11404  C119 1.091
126 H 7.64533 -6.28816 -5.99517  C120 1.092
127 H 8.87882 -5.21504 -5.31033  C120 1.087